[1]
{
  "formula": "H16O8",
  "method": "ωB97M-V with the def2-TZVPD basis set",
  "species": ["O", "H", "H", "O", "H", "H", "O", "H", "H", "O", "H", "H", "O", "H", "H", "O", "H", "H", "O", "H", "H", "O", "H", "H"],
  "xyz": [[-23.847037, -1.476453, -30.939885], [-23.080334, -0.976395, -31.219768], [-23.545172, -1.972891, -30.179183], [-25.891949, -1.317558, -32.848706], [-25.356873, -0.767921, -33.421259], [-25.375194, -1.404113, -32.047640], [-25.649109, -1.439604, -36.382170], [-24.929307, -0.888997, -36.074036], [-26.440386, -0.970847, -36.116891], [-28.744352, -1.181292, -32.139082], [-27.793834, -1.279651, -32.194452], [-28.880110, -0.247151, -31.980383], [-23.875490, 0.239223, -35.150678], [-23.267008, 0.503307, -35.840782], [-23.729761, 0.871808, -34.447234], [-27.920237, -0.557555, -35.159125], [-27.677989, -0.957142, -34.323740], [-28.813966, -0.860338, -35.319780], [-25.828170, 0.106640, -29.428311], [-25.892266, -0.496495, -28.687802], [-25.189305, -0.299546, -30.014056], [-25.239377, -3.586625, -34.708225], [-25.438422, -3.009449, -35.445437], [-25.530037, -3.099803, -33.937020]],
  "forces_ev_per_a": [[-0.20, 0.04, -0.25], [0.31, 0.21, -0.08], [0.02, -0.30, 0.31], [-0.38, -0.67, -0.97], [0.15, 0.41, -0.19], [0.49, -0.14, 0.78], [0.88, -1.92, -0.25], [0.86, 0.80, 0.31], [-1.78, 0.61, 0.44], [-0.21, -0.29, -0.39], [0.31, 0.06, 0.23], [-0.12, 0.28, 0.17], [-0.11, -0.34, 0.05], [0.34, 0.14, -0.29], [-0.05, 0.31, 0.20], [0.73, 0.02, -0.47], [-0.28, -0.01, 0.68], [-0.39, -0.03, -0.11], [-0.23, 0.23, -0.14], [-0.13, -0.08, 0.28], [0.29, -0.08, -0.06], [1.29, -1.37, 0.15], [-1.03, 1.22, -2.14], [-0.77, 0.90, 1.72]],
  "mulliken_spin": [0.00, 0.00, 0.00, 0.00, 0.00, 0.00, 0.31, 0.00, -0.02, 0.00, 0.00, 0.00, 0.00, 0.00, 0.00, 0.01, 0.00, 0.00, 0.00, 0.00, 0.00, 0.74, -0.02, -0.02],
  "e_lumo_ev": [-3.46, -10.67],
  "gap_ha": [0.388, 0.124],
  "e_above_lowest_kj_mol": 17.4,
  "multiplicity": 2,
  "e_homo_ha": [-0.51576, -0.51574],
  "total_charge": 1
}


[2]
{
  "formula": "H16O8Pb",
  "method": "ωB97M-V with the def2-TZVPD basis set",
  "species": ["Pb", "O", "H", "H", "O", "H", "H", "O", "H", "H", "O", "H", "H", "O", "H", "H", "O", "H", "H", "O", "H", "H", "O", "H", "H"],
  "xyz": [[3.439000, -21.448000, -0.172000], [3.336000, -20.963000, 2.211000], [3.063000, -21.487000, 3.016000], [3.850000, -20.296000, 2.602000], [3.498000, -23.544000, 1.115000], [2.725000, -24.049000, 1.361000], [4.260000, -23.984000, 1.461000], [4.412000, -20.349000, -2.116000], [4.990000, -19.594000, -2.266000], [3.955000, -20.466000, -2.951000], [5.329000, -23.419000, -1.272000], [5.919000, -23.436000, -0.549000], [4.945000, -24.280000, -1.390000], [0.976000, -21.896000, 0.171000], [0.187000, -22.259000, -0.332000], [0.605000, -21.168000, 0.719000], [3.030000, -19.079000, -0.029000], [3.038000, -18.313000, -0.633000], [2.325000, -18.861000, 0.566000], [5.758000, -20.879000, 0.543000], [6.172000, -20.601000, -0.313000], [5.757000, -20.202000, 1.212000], [2.672000, -22.739000, -2.040000], [2.063000, -22.230000, -2.576000], [2.062000, -23.326000, -1.559000]],
  "forces_ev_per_a": [[0.90, -0.68, -0.15], [-1.55, -1.75, 1.76], [0.20, 0.42, -1.28], [1.15, 1.85, 0.82], [-0.61, 0.04, -0.17], [-0.32, -0.42, 0.27], [0.76, -0.65, 0.46], [0.36, 0.55, -0.54], [0.17, 0.17, -0.09], [0.04, -0.20, -0.47], [-1.06, 1.35, -0.95], [1.27, -0.47, 1.13], [-0.02, -0.71, -0.05], [-2.19, 0.05, -0.27], [1.10, 0.63, 0.93], [0.06, -0.75, -0.36], [0.09, 1.45, -0.63], [0.21, -0.35, 0.06], [-0.69, 0.30, 0.88], [0.34, -0.71, -1.46], [-0.07, 0.09, 1.46], [0.64, 0.76, 0.04], [-0.86, -0.90, -0.35], [-0.28, 0.18, -0.70], [0.33, -0.24, -0.35]],
  "nbo_charge": [1.51, -0.96, 0.53, 0.50, -0.97, 0.51, 0.51, -0.96, 0.51, 0.51, -0.94, 0.48, 0.50, -0.99, 0.52, 0.51, -0.96, 0.52, 0.50, -0.95, 0.52, 0.51, -0.92, 0.50, 0.50],
  "e_lumo_ev": -6.42,
  "gap_ha": 0.382,
  "e_above_lowest_kj_mol": 164.9,
  "e_homo_ha": -0.61762,
  "total_charge": 2
}


[3]
{
  "formula": "H16O8Pb",
  "method": "ωB97M-V with the def2-TZVPD basis set",
  "species": ["Pb", "O", "H", "H", "O", "H", "H", "O", "H", "H", "O", "H", "H", "O", "H", "H", "O", "H", "H", "O", "H", "H", "O", "H", "H"],
  "xyz": [[0.020410, -0.065836, 0.110106], [1.390129, 1.591284, 0.901636], [1.796823, 2.129419, 0.182205], [1.038259, 2.198919, 1.576831], [-1.041428, 0.406957, -2.157521], [-1.268245, 1.353304, -2.144003], [-0.872798, 0.265458, -3.088561], [-0.129157, -0.452208, 2.514081], [0.364837, -1.225547, 2.825540], [-0.662466, -0.116281, 3.284022], [1.991508, -1.338189, 0.734209], [2.537676, -1.787593, 0.117915], [2.085642, -1.627088, 1.631231], [-2.289655, -0.531538, 0.384719], [-2.762488, -1.340657, 0.221748], [-2.941274, 0.078327, 0.729635], [-0.544129, -2.138581, -1.052678], [-0.642501, -2.989897, -0.658864], [-0.053510, -2.163640, -1.892958], [-1.296466, 2.042105, 0.249161], [-0.833133, 2.893495, 0.244618], [-1.876131, 2.216358, 1.009618], [1.723820, 0.206609, -1.638173], [1.627644, 0.250534, -2.595768], [2.636634, 0.144285, -1.488748]],
  "forces_ev_per_a": [[-0.78, -0.81, -0.66], [1.40, 2.20, 0.16], [-0.16, -0.24, 0.90], [0.54, -0.09, -0.21], [-0.17, 1.02, -0.44], [-0.22, -0.30, 0.17], [-0.08, -0.37, -0.57], [-0.52, 0.20, 1.88], [-0.38, 0.23, 0.38], [0.76, -0.65, -0.87], [-0.70, 0.88, 0.23], [1.05, -1.12, -0.34], [0.90, -0.62, 0.49], [-0.95, 0.18, 0.44], [-0.39, -0.67, -0.27], [-0.45, 0.16, 0.08], [0.12, 0.63, -1.01], [0.14, -1.34, -0.06], [-0.40, -0.70, 0.44], [-0.58, 1.55, 0.84], [0.14, 0.00, -0.52], [-0.36, -0.32, -0.23], [-1.19, 0.17, -1.05], [-0.05, 0.13, -0.13], [2.34, -0.11, 0.37]],
  "nbo_charge": [1.48, -0.96, 0.52, 0.51, -0.95, 0.50, 0.50, -0.97, 0.50, 0.53, -0.95, 0.52, 0.51, -0.95, 0.52, 0.50, -0.96, 0.51, 0.51, -0.95, 0.50, 0.50, -0.95, 0.51, 0.50],
  "e_lumo_ev": -6.32,
  "gap_ha": 0.361,
  "e_above_lowest_kj_mol": 188.2,
  "e_homo_ha": -0.59274,
  "total_charge": 2
}


[4]
{
  "formula": "H16S8",
  "method": "ωB97M-V with the def2-TZVPD basis set",
  "species": ["S", "H", "H", "S", "H", "H", "S", "H", "H", "S", "H", "H", "S", "H", "H", "S", "H", "H", "S", "H", "H", "S", "H", "H"],
  "xyz": [[5.348762, -2.050915, -1.359161], [6.291884, -2.056383, -0.509241], [5.984956, -2.349490, -2.559444], [-3.126375, -2.207454, -2.333383], [-3.369292, -0.852562, -2.506938], [-4.107027, -2.574345, -2.902023], [-1.550177, 4.260820, 3.997140], [-0.576496, 4.405151, 3.090327], [-0.874944, 3.946586, 5.079904], [1.251114, -0.130128, -5.591121], [1.473037, 0.917273, -6.441470], [-0.069028, 0.025453, -5.800067], [-3.707823, -4.269897, 3.551415], [-2.413422, -3.623040, 3.687963], [-3.619901, -4.180208, 2.229314], [3.758064, -0.502121, 4.205205], [3.624768, 0.570194, 3.355490], [4.954727, -0.015306, 4.590937], [1.655762, -0.044762, 0.152784], [1.292767, -0.515351, -1.115416], [1.872164, -1.296068, 0.718337], [-4.538726, 4.313601, -1.750883], [-4.040944, 4.741632, -0.587873], [-5.513850, 3.487330, -1.201785]],
  "forces_ev_per_a": [[-2.07, -0.05, -2.37], [2.08, -0.17, 0.95], [-0.02, 0.23, 1.43], [4.80, 2.82, 2.75], [0.07, -1.20, 0.08], [-4.86, -1.62, -2.83], [-1.20, 0.26, -0.67], [0.36, -0.14, 0.44], [0.83, -0.12, 0.23], [-0.22, 0.72, -0.61], [0.10, -0.54, 0.46], [0.11, -0.19, 0.16], [2.12, 1.04, 0.46], [-2.06, -1.03, -0.14], [-0.06, -0.01, -0.32], [0.25, 0.96, -0.53], [-0.08, -0.72, 0.46], [-0.17, -0.23, 0.05], [-0.17, -1.27, -0.65], [0.43, 0.27, 1.36], [-0.24, 0.99, -0.71], [-0.81, -0.70, 0.10], [-0.14, -0.12, 0.18], [0.95, 0.81, -0.27]],
  "nbo_charge": [-0.29, 0.13, 0.16, -0.25, 0.15, 0.10, -0.29, 0.15, 0.14, -0.29, 0.15, 0.14, -0.30, 0.16, 0.14, -0.30, 0.15, 0.15, -0.32, 0.17, 0.16, -0.30, 0.14, 0.16],
  "e_lumo_ev": 0.26,
  "gap_ha": 0.363,
  "e_above_lowest_kj_mol": 116.4,
  "smiles": "S.S.S.S.S.S.S.S",
  "e_homo_ha": -0.35363,
  "total_charge": 0
}


[5]
{
  "formula": "H16Si7",
  "method": "ωB97M-V with the def2-TZVPD basis set",
  "species": ["Si", "Si", "Si", "Si", "Si", "Si", "Si", "H", "H", "H", "H", "H", "H", "H", "H", "H", "H", "H", "H", "H", "H", "H", "H"],
  "xyz": [[1.654794, -0.972639, -2.165728], [-2.046901, -1.342809, -1.882074], [-0.811416, 2.427836, -0.074071], [3.485111, 0.241463, 1.914798], [-1.782473, -0.057002, 2.408308], [-0.008007, -1.102078, -0.545312], [-0.108949, 0.571914, 1.005198], [1.769949, -1.968590, -3.135642], [1.208854, 0.247555, -2.967027], [3.081393, -0.849236, -1.901086], [-2.712931, -0.031829, -2.141986], [-2.865426, -1.957449, -0.841131], [-2.265035, -2.176850, -3.121836], [-2.308995, 2.095611, -0.129639], [0.085631, 2.531498, -1.183558], [-0.913843, 3.845023, 0.201426], [3.160559, 0.323057, 3.349056], [4.848817, -0.346018, 1.826245], [3.563420, 1.553928, 1.218207], [-2.077590, 0.630814, 3.641938], [-2.028246, -1.360428, 2.979606], [-2.816730, 0.121598, 1.167437], [-0.111988, -2.425366, 0.376871]],
  "forces_ev_per_a": [[-0.12, 1.86, 0.15], [-0.14, 0.36, 0.25], [-1.53, 0.37, 0.10], [-0.11, 0.38, -0.19], [-1.59, -0.14, -1.42], [-0.72, -2.10, -0.11], [1.50, -0.27, 0.93], [-0.51, -1.68, -1.14], [0.21, -0.40, 0.47], [0.41, 0.39, 0.70], [0.30, -0.09, -0.04], [-0.36, -0.27, 0.24], [0.59, 0.24, 0.40], [0.80, -0.02, -0.68], [0.20, -0.40, -1.30], [0.27, 0.56, 1.03], [-0.12, 0.16, 0.07], [-0.27, -0.27, -0.19], [-0.09, -0.06, 0.23], [-0.12, 1.15, 0.24], [0.37, -1.04, -0.31], [0.67, -0.09, 1.66], [0.35, 1.33, -1.08]],
  "nbo_charge": [0.44, 0.41, 0.40, 0.53, 0.39, -0.07, -0.02, -0.14, -0.13, -0.13, -0.13, -0.14, -0.11, -0.11, -0.13, -0.12, -0.17, -0.16, -0.17, -0.12, -0.12, -0.12, -0.06],
  "e_lumo_ev": [-1.78, -1.40],
  "gap_ha": [0.240, 0.238],
  "e_above_lowest_kj_mol": 309.9,
  "e_homo_ha": [-0.30578, -0.28989],
  "total_charge": 0
}


[6]
{
  "formula": "H17O9",
  "method": "ωB97M-V with the def2-TZVPD basis set",
  "species": ["O", "H", "O", "H", "H", "O", "H", "H", "O", "H", "H", "O", "H", "H", "O", "H", "H", "O", "H", "H", "O", "H", "H", "O", "H", "H"],
  "xyz": [[-11.138291, 8.697376, -3.037776], [-12.063369, 8.854062, -2.853102], [-9.338640, 7.959364, -1.107155], [-9.996479, 8.285357, -1.780850], [-9.298118, 7.008913, -1.250522], [-8.725904, 10.247274, -3.014563], [-8.112247, 9.621112, -2.617999], [-9.604651, 9.885313, -2.785354], [-12.170912, 9.982663, -6.421968], [-12.195837, 10.786364, -5.890587], [-11.471274, 9.434266, -6.002171], [-11.816047, 11.397465, -2.916815], [-11.406839, 10.493407, -2.993192], [-12.762841, 11.235426, -2.854479], [-13.871097, 10.205834, -0.525621], [-13.202837, 10.550020, 0.074019], [-13.628710, 9.270058, -0.639894], [-12.523238, 7.654802, -0.683490], [-13.400831, 7.431996, -1.017873], [-12.032946, 8.022308, -1.462913], [-10.332916, 8.065108, -5.502735], [-10.522009, 8.370545, -4.569209], [-9.453779, 8.408172, -5.698094], [-11.499312, 5.904525, -3.489427], [-11.034708, 6.756074, -3.330792], [-12.410746, 6.161638, -3.641246]],
  "forces_ev_per_a": [[0.40, 0.01, 0.54], [-0.36, 0.11, -0.51], [-0.06, 0.17, -0.33], [0.22, -0.38, 0.41], [-0.11, 0.03, 0.01], [-0.07, 0.01, -0.04], [-0.13, -0.05, 0.13], [0.39, 0.08, -0.27], [0.16, 0.12, 0.21], [0.03, -0.08, 0.03], [-0.31, -0.04, -0.35], [0.27, -0.36, -0.22], [-0.45, 0.74, 0.00], [0.05, -0.06, 0.16], [-0.35, -0.13, -0.13], [0.11, -0.06, -0.12], [0.29, 0.45, 0.33], [-0.25, 0.46, -0.42], [0.23, -0.37, -0.09], [0.05, -0.59, 0.65], [0.23, 0.40, 0.29], [-0.14, -0.25, -0.32], [-0.06, -0.01, 0.06], [0.41, -0.06, 0.28], [-0.58, -0.27, -0.21], [0.03, 0.13, -0.09]],
  "nbo_charge": [-1.26, 0.43, -1.00, 0.50, 0.46, -0.97, 0.47, 0.49, -0.99, 0.46, 0.50, -0.99, 0.49, 0.46, -0.97, 0.47, 0.48, -0.95, 0.45, 0.50, -0.99, 0.51, 0.46, -0.97, 0.50, 0.46],
  "e_lumo_ev": 3.14,
  "gap_ha": 0.373,
  "e_above_lowest_kj_mol": 41.3,
  "e_homo_ha": -0.25714,
  "total_charge": -1
}


Here are the calculated total energy numbers, same order: -16629.8268, -21872.7575, -21872.5156, -86939.1950, -55395.4016, -18706.0975 (eV).